DFT (ωB97M-V with the def2-TZVPD basis set) results for a cluster of 10 separate species, C61H57BrF9NO5 in total.

```
! RIJCOSX wB97M-V def2-TZVPD def2/J DEFGRID3
* xyz 0 1
C -1.4848 -1.1950 2.4306
C -1.2623 -1.6753 1.1242
N -0.8438 -3.0519 0.7539
Br -0.3526 -2.9498 -1.0818
C 0.3764 -3.4682 1.5230
O 0.1456 -4.2463 2.4898
O 1.6729 -3.0500 1.1397
C 2.4700 -2.6093 2.2683
O 2.9231 -1.2295 2.1356
C 1.7475 -0.3658 2.1477
O 2.1482 1.0079 2.3173
C 1.6340 1.8559 1.2595
C 2.7954 2.1836 0.1949
O 3.0949 1.0419 -0.6685
H -1.5911 -1.8364 3.3599
H -1.6318 -0.0672 2.5631
H -1.4681 -0.9481 0.2544
H 1.9459 -2.6689 3.2800
H 3.4423 -3.2284 2.3197
H 1.1449 -0.6592 3.0936
H 1.1544 -0.5602 1.1926
H 0.6639 1.4750 0.7801
H 1.3806 2.8684 1.7606
H 3.7566 2.3726 0.8041
H 2.5905 3.1399 -0.4201
H 2.2435 0.8046 -1.1116
F 3.5654 5.4315 -0.5292
C 4.8651 5.4850 -0.1966
C 5.7447 4.5534 -0.7294
C 7.0922 4.6125 -0.3882
C 7.5436 5.5949 0.4897
C 6.6516 6.5211 1.0221
C 5.3060 6.4700 0.6732
H 5.3743 3.7905 -1.4046
H 7.7898 3.8941 -0.8050
H 8.5943 5.6374 0.7584
H 7.0043 7.2831 1.7090
H 4.5995 7.1888 1.0716
F -3.7328 -2.4890 3.6426
C -3.7987 -3.3478 4.6738
C -2.7138 -4.1666 4.9472
C -2.7798 -5.0522 6.0178
C -3.9335 -5.1162 6.7958
C -5.0186 -4.2925 6.5085
C -4.9492 -3.3990 5.4449
H -1.8272 -4.1089 4.3252
H -1.9341 -5.6921 6.2454
H -3.9856 -5.8108 7.6283
H -5.9176 -4.3467 7.1127
H -5.7807 -2.7441 5.2122
F 10.3322 4.4810 -1.2588
C 10.5513 5.1964 -2.3747
C 11.7789 5.1050 -3.0115
C 12.0040 5.8419 -4.1697
C 11.0025 6.6698 -4.6714
C 9.7749 6.7576 -4.0204
C 9.5457 6.0124 -2.8685
H 12.5489 4.4617 -2.6015
H 12.9584 5.7720 -4.6805
H 11.1806 7.2475 -5.5727
H 8.9974 7.4059 -4.4103
H 8.5932 6.0614 -2.3536
F -0.0667 1.0196 -1.6351
C -1.2609 1.6379 -1.6379
C -2.3776 0.9609 -2.1041
C -3.6134 1.5994 -2.1018
C -3.7164 2.9106 -1.6435
C -2.5874 3.5820 -1.1824
C -1.3531 2.9406 -1.1740
H -2.2768 -0.0568 -2.4648
H -4.4946 1.0765 -2.4570
H -4.6802 3.4094 -1.6462
H -2.6688 4.6045 -0.8296
H -0.4652 3.4451 -0.8103
F -5.1779 -1.3407 -1.2847
C -4.9075 -2.3512 -2.1269
C -5.4830 -2.3587 -3.3880
C -5.1986 -3.4029 -4.2622
C -4.3507 -4.4328 -3.8612
C -3.7825 -4.4170 -2.5905
C -4.0578 -3.3677 -1.7202
H -6.1469 -1.5530 -3.6793
H -5.6374 -3.4149 -5.2541
H -4.1329 -5.2493 -4.5423
H -3.1255 -5.2216 -2.2780
H -3.6172 -3.3346 -0.7303
F 8.9344 4.8683 -7.5178
C 8.8703 3.7476 -6.7782
C 7.7039 3.4512 -6.0905
C 7.6358 2.2890 -5.3291
C 8.7385 1.4418 -5.2554
C 9.9062 1.7520 -5.9460
C 9.9713 2.9083 -6.7163
H 6.8585 4.1267 -6.1529
H 6.7250 2.0440 -4.7933
H 8.6859 0.5376 -4.6576
H 10.7658 1.0932 -5.8843
H 10.8696 3.1607 -7.2676
F 7.4671 5.3994 -13.7951
C 6.9988 5.4216 -12.5371
C 7.8898 5.3498 -11.4777
C 7.4050 5.3779 -10.1738
C 6.0337 5.4667 -9.9454
C 5.1481 5.5331 -11.0173
C 5.6331 5.5162 -12.3209
H 8.9526 5.2728 -11.6755
H 8.0934 5.3301 -9.3375
H 5.6557 5.4841 -8.9280
H 4.0802 5.5981 -10.8375
H 4.9590 5.5760 -13.1672
F -8.3560 -4.0615 7.4388
C -9.0400 -5.1589 7.0757
C -10.3104 -5.0218 6.5388
C -11.0176 -6.1579 6.1578
C -10.4501 -7.4184 6.3284
C -9.1755 -7.5442 6.8733
C -8.4635 -6.4082 7.2441
H -10.7389 -4.0331 6.4214
H -12.0096 -6.0617 5.7296
H -11.0041 -8.3041 6.0352
H -8.7367 -8.5268 7.0092
H -7.4666 -6.4876 7.6617
F -13.1249 -8.3179 8.0541
C -13.5504 -7.4169 8.9542
C -12.8354 -6.2428 9.1330
C -13.2794 -5.3075 10.0620
C -14.4272 -5.5616 10.8092
C -15.1343 -6.7463 10.6245
C -14.6971 -7.6773 9.6878
H -11.9405 -6.0660 8.5490
H -12.7316 -4.3820 10.2044
H -14.7704 -4.8332 11.5369
H -16.0257 -6.9446 11.2100
H -15.2401 -8.6008 9.5247
*
```

Values from the calculation:
Total energy, a.u.: -6262.2191
F_max, hartree/bohr: 0.1012
M, g mol⁻¹: 1135.02
Highest occupied orbital energy, Eh: -0.336